{"formula": "C65H58FN8O3PtS3", "method": "wB97M-V/def2-TZVPD", "lumo_energy_ev": -2.97, "total_charge": 1, "molar_mass_g_mol": 1309.51, "fmax_ha_per_bohr": 0.008, "e_above_lowest_ev": 0.662, "homo_lumo_gap_ha": 0.15218, "symbols": ["Pt", "S", "S", "S", "F", "O", "O", "O", "N", "N", "N", "N", "N", "N", "N", "N", "C", "C", "C", "C", "C", "C", "C", "C", "C", "C", "C", "C", "C", "C", "C", "C", "C", "C", "C", "C", "C", "C", "C", "C", "C", "C", "C", "C", "C", "C", "C", "C", "C", "C", "C", "C", "C", "C", "C", "C", "C", "C", "C", "C", "C", "C", "C", "C", "C", "C", "C", "C", "C", "C", "C", "C", "C", "C", "C", "C", "C", "C", "C", "C", "C", "H", "H", "H", "H", "H", "H", "H", "H", "H", "H", "H", "H", "H", "H", "H", "H", "H", "H", "H", "H", "H", "H", "H", "H", "H", "H", "H", "H", "H", "H", "H", "H", "H", "H", "H", "H", "H", "H", "H", "H", "H", "H", "H", "H", "H", "H", "H", "H", "H", "H", "H", "H", "H", "H", "H", "H", "H", "H"], "xyz": [[-0.454, 1.124, -0.632], [-0.837, -1.497, -1.711], [1.789, 2.499, -1.926], [1.693, -0.357, -2.912], [-2.150, 1.999, 6.586], [1.697, -1.976, 0.238], [0.034, 1.425, 2.180], [1.383, 0.217, 0.012], [0.306, -2.208, 4.021], [0.387, -1.126, -2.727], [0.688, 2.776, -1.006], [1.920, 1.146, -2.804], [-2.215, -0.520, 7.819], [-3.234, -1.701, 9.731], [-1.219, -0.778, -0.483], [-2.095, 1.896, -1.496], [-4.466, 2.484, -1.492], [4.301, -3.328, -2.280], [-5.678, 2.534, -0.826], [3.074, -1.279, -2.270], [-2.158, -1.564, -2.916], [1.947, 3.701, -3.231], [-1.586, -0.297, 6.549], [5.059, -1.460, -0.965], [-3.417, 1.682, 0.514], [-3.145, -2.234, -4.987], [-4.140, -0.588, 9.294], [0.119, -4.075, -2.218], [-1.762, 4.715, -3.900], [1.950, -0.525, -4.674], [5.217, -2.767, -1.397], [-5.789, 2.158, 0.508], [-2.072, -2.266, -4.115], [3.227, -2.581, -2.726], [2.153, 5.694, -5.116], [0.777, -2.017, 2.754], [-1.351, 1.985, -3.802], [5.769, 2.664, 0.252], [1.673, 5.990, -3.850], [2.517, 4.394, -5.444], [-1.587, 0.954, 5.934], [2.340, -0.548, -7.397], [-1.849, 2.636, -2.673], [-3.295, -0.858, -2.571], [-4.639, 1.730, 1.161], [-0.547, -3.225, -1.353], [5.775, 2.785, -1.134], [-1.048, 2.688, -4.959], [3.366, 2.531, 0.253], [-0.332, -1.168, 4.677], [3.980, -0.705, -1.402], [1.311, -0.893, 0.670], [-0.840, -4.997, 0.220], [0.161, 0.331, 2.694], [1.071, -0.756, -6.879], [3.416, -0.320, -6.546], [-4.362, -0.819, -3.463], [0.757, -0.850, 2.073], [-1.258, 4.059, -5.017], [-2.044, 4.016, -2.737], [0.310, -5.399, -1.854], [-4.286, -1.502, -4.664], [-0.949, -1.351, 5.921], [4.571, 2.542, 0.942], [-1.023, 1.149, 4.703], [3.225, -0.299, -5.175], [-3.563, 0.009, 7.995], [1.562, 4.989, -2.896], [-0.397, 0.087, 4.061], [3.392, 2.630, -1.128], [-0.169, -5.860, -0.636], [-1.884, -1.172, 10.125], [4.579, 2.771, -1.833], [1.208, -3.759, 5.806], [0.869, -0.748, -5.505], [0.339, -3.524, 4.603], [-3.290, 2.056, -0.840], [-1.397, -0.246, 8.993], [1.591, -4.328, 4.472], [2.415, 3.385, -4.499], [-1.032, -3.671, -0.134], [-4.161, 0.130, 10.112], [4.573, 2.460, 2.021], [0.834, -6.070, -2.522], [-0.020, -6.895, -0.356], [-1.920, 5.786, -3.934], [-5.117, -1.472, -5.356], [3.829, 0.299, -1.039], [1.159, 5.183, -1.910], [-5.243, -0.246, -3.204], [2.494, -0.559, -8.468], [-2.528, 1.358, 1.042], [-5.139, -0.996, 9.159], [6.059, -3.352, -1.051], [-0.653, 2.162, -5.821], [-1.204, 0.912, -3.749], [-3.091, -2.309, 8.921], [-1.048, 2.112, 4.207], [-1.234, -2.034, 10.264], [-2.002, -0.656, 11.075], [2.667, 2.362, -4.746], [0.848, -4.429, 6.575], [2.233, 6.478, -5.859], [-1.530, -2.967, 0.519], [-0.962, -2.320, 6.399], [1.188, -2.890, 2.265], [-0.357, -0.463, 8.765], [-1.183, -2.826, -4.371], [1.781, -2.913, 6.162], [-1.218, -5.360, 1.168], [4.406, -0.157, -6.952], [-2.417, 4.528, -1.858], [2.525, -3.000, -3.433], [-6.557, 2.870, -1.364], [4.571, 2.864, -2.912], [-1.462, 0.805, 9.302], [0.494, -3.707, -3.161], [1.371, 7.000, -3.605], [-4.162, -0.288, 7.135], [5.771, -1.020, -0.279], [0.233, -0.920, -7.542], [-4.693, 1.437, 2.204], [-1.027, 4.612, -5.919], [-6.740, 2.202, 1.020], [-4.422, 2.770, -2.536], [6.705, 2.676, 0.795], [-3.335, -0.338, -1.625], [2.870, 4.162, -6.440], [-3.648, -2.239, 10.490], [2.409, 2.430, 0.753], [-0.604, -4.058, 4.553], [4.052, -0.116, -4.501], [-3.095, -2.778, -5.921], [-0.115, -0.889, -5.079], [-3.592, 1.098, 8.069], [1.483, -5.391, 4.310], [2.428, -3.876, 3.959], [6.710, 2.895, -1.666], [4.429, -4.345, -2.626]], "mulliken_charge": [2.720, 2.061, 2.357, 1.396, -0.364, -0.701, -0.773, 0.197, 0.395, -0.026, -1.044, -0.086, 0.697, -0.146, -1.300, 0.194, -0.340, -0.957, -0.704, 0.185, 0.431, 0.054, -1.757, -0.973, -0.323, -0.768, -0.636, -0.208, -0.873, 0.161, -0.882, -0.711, -0.282, -0.327, -0.661, -0.921, 0.868, -0.544, -0.846, -0.727, 0.383, -0.722, -1.011, -0.871, -0.633, 0.153, -0.861, -0.518, -0.102, -0.156, 0.699, -0.351, -0.787, 1.341, -1.169, -0.743, -0.618, 0.323, -0.693, 0.122, -0.975, -0.801, -0.841, -0.762, -0.477, -0.698, -0.590, -0.824, 0.547, -0.585, -0.705, -0.811, -0.270, -0.535, -0.443, -0.305, 0.454, -0.500, -0.913, 0.035, -0.542, 0.341, 0.461, 0.465, 0.419, 0.394, 0.416, 0.064, 0.493, 0.520, 0.413, 0.177, 0.356, 0.426, 0.416, -0.113, 0.384, 0.690, 0.391, 0.372, 0.334, 0.318, 0.408, 0.492, 0.510, 0.795, 0.425, 0.281, 0.217, 0.494, 0.478, 0.596, 0.352, 0.366, 0.459, 0.352, 0.200, 0.485, 0.475, 0.559, 0.529, 0.420, 0.430, 0.374, 0.497, 0.416, 0.505, 0.456, 0.299, 0.542, 0.484, 0.446, 0.463, 0.484, 0.418, 0.265, 0.312, 0.423, 0.465]}